1.
DFT (ωB97M-V/def2-TZVPD) results for C38H29F10N4S2SbW as an isolated structure.

Geometry (Å):
W1 -0.181 0.747 -1.578
C1 -2.751 2.593 -1.176
N1 -2.035 1.967 -2.314
C2 -2.966 1.132 -3.110
C3 -2.903 -0.255 -2.564
N2 -1.471 -0.539 -2.342
C4 -1.132 -1.905 -2.575
C5 -0.076 -2.257 -3.404
F1 0.601 -1.319 -4.091
C6 0.339 -3.567 -3.546
F2 1.364 -3.859 -4.335
C7 -0.322 -4.574 -2.862
F3 0.068 -5.831 -2.987
C8 -1.392 -4.252 -2.047
F4 -2.025 -5.204 -1.371
C9 -1.785 -2.935 -1.919
F5 -2.789 -2.650 -1.076
C10 -1.466 3.003 -3.206
C11 -0.401 3.763 -2.483
N3 0.299 2.813 -1.617
C12 1.426 3.324 -0.951
C13 1.843 2.652 0.185
F6 1.123 1.544 0.512
C14 2.892 3.014 0.994
F7 3.207 2.284 2.061
C15 3.612 4.149 0.667
F8 4.639 4.532 1.409
C16 3.248 4.860 -0.461
F9 3.936 5.938 -0.806
C17 2.184 4.455 -1.257
F10 1.934 5.205 -2.337
H1 -3.514 3.278 -1.550
H2 -2.048 3.133 -0.547
H3 -3.233 1.815 -0.586
H4 -2.629 1.137 -4.144
H5 -3.975 1.548 -3.073
H6 -3.326 -0.968 -3.270
H7 -3.454 -0.355 -1.625
H8 -2.257 3.666 -3.567
H9 -1.053 2.479 -4.070
H10 -0.819 4.584 -1.892
H11 0.250 4.219 -3.227
S1 0.634 -1.182 -0.310
Sb1 0.043 -1.286 1.984
C18 0.851 0.160 3.228
C19 0.172 1.366 3.388
C20 0.709 2.325 4.235
C21 1.897 2.072 4.912
C22 2.556 0.861 4.755
C23 2.038 -0.106 3.905
C24 0.806 -3.175 2.350
C25 -0.023 -4.265 2.600
C26 0.550 -5.521 2.752
C27 1.925 -5.677 2.651
C28 2.743 -4.584 2.393
C29 2.187 -3.324 2.236
C30 -2.032 -1.082 2.100
C31 -2.612 -0.034 1.386
C32 -3.976 0.187 1.469
C33 -4.766 -0.646 2.253
C34 -4.190 -1.687 2.966
C35 -2.818 -1.903 2.903
H12 -0.769 1.556 2.888
H13 0.192 3.264 4.379
H14 2.305 2.822 5.576
H15 3.472 0.665 5.297
H16 2.553 -1.052 3.792
H17 -1.096 -4.163 2.662
H18 -0.083 -6.376 2.948
H19 2.363 -6.659 2.767
H20 3.814 -4.713 2.314
H21 2.831 -2.478 2.024
H22 -2.000 0.609 0.761
H23 -4.433 1.012 0.936
H24 -5.833 -0.474 2.315
H25 -4.804 -2.330 3.581
H26 -2.384 -2.693 3.500
S2 3.654 1.078 -4.088
C36 4.107 0.333 -2.622
C37 3.041 0.230 -1.799
N4 1.874 0.755 -2.328
C38 2.081 1.235 -3.539
H27 5.119 0.012 -2.437
H28 3.037 -0.194 -0.809
H29 1.309 1.697 -4.136

**ΔE to the lowest compared entry with this formula, charge and spin**: 20.1 kcal/mol
**Total charge**: +2
**HOMO energy (alpha / beta)**: -13.019 / -13.470 eV
**2S+1**: 3
**Frontier orbital gap (alpha / beta)**: 7.165 / 7.152 eV

---

2.
DFT (ωB97M-V/def2-TZVPD) results for C38H29N6OPtS2Se as an isolated structure in a non-equilibrium geometry.

Geometry (Å):
Pt1 0.797 -0.152 0.101
S1 -0.231 0.229 7.188
C1 0.600 1.568 7.842
C2 1.154 2.348 6.874
C3 0.901 1.857 5.574
C4 0.153 0.707 5.567
C5 -0.269 -0.087 4.421
C6 0.041 0.342 3.115
N1 -0.275 -0.345 2.040
C7 -0.928 -1.517 2.142
C8 -1.322 -2.014 3.394
C9 -2.062 -3.241 3.450
C10 -2.404 -3.894 2.319
C11 -2.009 -3.407 1.029
C12 -2.355 -4.054 -0.162
C13 -1.925 -3.559 -1.383
C14 -1.105 -2.414 -1.349
N2 -0.769 -1.784 -0.243
C15 -1.233 -2.240 0.943
C16 -2.273 -4.190 -2.651
C17 -2.000 -3.770 -3.927
C18 -2.492 -4.645 -4.922
C19 -3.133 -5.723 -4.396
S2 -3.144 -5.690 -2.690
C20 -0.968 -1.279 4.533
H1 0.634 1.702 8.911
H2 1.723 3.242 7.081
H3 1.271 2.348 4.685
H4 0.556 1.280 2.948
H5 -2.343 -3.628 4.421
H6 -2.973 -4.814 2.360
H7 -2.965 -4.947 -0.115
H8 -0.700 -2.016 -2.271
H9 -1.472 -2.856 -4.162
H10 -2.375 -4.485 -5.984
H11 -3.598 -6.548 -4.910
H12 -1.248 -1.661 5.507
C21 7.073 5.129 1.808
C22 5.663 5.094 1.283
C23 4.716 6.024 1.694
C24 3.409 5.997 1.227
C25 3.033 5.011 0.325
N3 1.727 4.890 -0.209
C26 0.604 5.573 0.140
O1 0.540 6.541 0.861
N4 -0.574 5.079 -0.465
C27 -0.931 3.796 -0.829
C28 -2.088 3.589 -1.591
C29 -2.459 2.310 -1.947
C30 -1.666 1.242 -1.552
N5 -0.578 1.427 -0.813
C31 -0.222 2.658 -0.442
C32 3.969 4.070 -0.097
C33 5.267 4.116 0.375
H13 7.329 6.121 2.178
H14 7.785 4.851 1.031
H15 7.191 4.424 2.634
H16 5.005 6.800 2.393
H17 2.693 6.736 1.551
H18 1.647 4.233 -0.966
H19 -1.310 5.767 -0.472
H20 -2.683 4.440 -1.902
H21 -3.352 2.128 -2.527
H22 -1.916 0.222 -1.811
H23 0.644 2.727 0.200
H24 3.680 3.302 -0.811
H25 5.985 3.380 0.031
Se1 2.852 0.462 1.097
C34 4.025 0.578 -0.398
C35 3.521 0.496 -1.695
C36 4.406 0.566 -2.758
N6 5.716 0.715 -2.598
C37 6.191 0.801 -1.362
C38 5.393 0.747 -0.227
H26 2.449 0.384 -1.844
H27 4.052 0.505 -3.782
H28 7.265 0.915 -1.271
H29 5.819 0.820 0.765

**Total charge**: +1
**HOMO energy**: -10.212 eV
**Frontier orbital gap**: 5.878 eV

---

3.
DFT (ωB97M-V/def2-TZVPD) results for C38H30ClCrN8O as an isolated structure in a non-equilibrium geometry.

Geometry (Å):
Cr1 1.364 -0.128 0.446
N1 -2.956 -0.642 -1.157
C1 -1.527 -0.595 -1.102
N2 -1.164 0.567 -0.335
C2 -1.729 0.478 0.975
N3 -1.098 0.166 2.045
N4 0.213 -0.082 1.976
C3 0.623 -1.081 2.893
C4 2.106 -0.967 3.048
C5 2.776 -1.012 4.250
C6 4.162 -0.886 4.251
C7 4.802 -0.770 3.022
C8 4.057 -0.776 1.860
N5 2.713 -0.825 1.849
C9 -3.175 0.517 0.932
C10 -3.983 1.041 1.930
C11 -5.359 1.016 1.799
C12 -5.935 0.475 0.658
C13 -5.144 -0.052 -0.346
C14 -3.761 -0.051 -0.213
H1 -3.392 -1.020 -1.980
H2 -1.127 -0.470 -2.117
H3 0.063 -1.063 3.843
H4 2.223 -1.141 5.167
H5 4.722 -0.906 5.172
H6 5.876 -0.684 2.974
H7 4.542 -0.746 0.892
H8 -3.509 1.476 2.797
H9 -5.987 1.426 2.577
H10 -7.009 0.453 0.550
H11 -5.591 -0.474 -1.235
Cl1 -5.164 -3.817 1.257
C15 -3.523 -3.373 1.556
C16 -2.996 -3.447 2.833
C17 -1.674 -3.090 3.003
C18 -0.884 -2.629 1.950
O1 0.437 -2.351 2.216
C19 -1.433 -2.496 0.670
C20 -0.801 -1.946 -0.588
N6 0.596 -1.607 -0.647
C21 1.125 -1.639 -1.905
C22 0.685 -2.389 -3.005
C23 1.230 -2.212 -4.270
C24 2.235 -1.307 -4.508
C25 2.768 -0.576 -3.434
C26 3.807 0.371 -3.578
C27 4.259 1.040 -2.466
C28 3.656 0.802 -1.235
N7 2.641 -0.042 -1.066
C29 2.220 -0.754 -2.139
C30 -2.748 -2.937 0.499
H12 -3.591 -3.800 3.661
H13 -1.215 -3.166 3.977
H14 -1.047 -2.684 -1.363
H15 -0.091 -3.131 -2.900
H16 0.835 -2.798 -5.088
H17 2.631 -1.153 -5.499
H18 4.218 0.565 -4.557
H19 5.058 1.766 -2.530
H20 4.004 1.330 -0.354
H21 -3.178 -2.941 -0.489
C31 -1.360 2.212 -2.685
C32 -0.360 2.954 -1.850
C33 -0.070 4.265 -2.193
C34 0.880 5.000 -1.511
C35 1.540 4.415 -0.446
C36 1.256 3.121 -0.050
C37 1.859 2.599 1.222
C38 0.314 2.350 -0.766
N8 0.137 1.030 -0.396
H22 -1.716 2.849 -3.493
H23 -2.212 1.901 -2.085
H24 -0.894 1.330 -3.125
H25 -0.605 4.714 -3.019
H26 1.090 6.019 -1.795
H27 2.267 4.991 0.109
H28 2.611 3.293 1.591
H29 2.332 1.616 1.096
H30 1.074 2.512 1.977

**ΔE to the lowest compared entry with this formula, charge and spin**: 41.1 kcal/mol
**HOMO energy (alpha / beta)**: -6.555 / -6.625 eV
**2S+1**: 2
**Frontier orbital gap (alpha / beta)**: 5.929 / 6.145 eV

---

4.
DFT (ωB97M-V/def2-TZVPD) results for a 3-piece molecular cluster, C38H30N3O4 overall in a non-equilibrium geometry.

Geometry (Å):
N1 -3.824 -1.968 0.012
C1 -3.882 -0.669 -0.508
N2 -3.214 0.471 0.228
C2 -3.020 1.699 -0.632
C3 -2.840 1.408 -2.235
C4 -3.737 0.168 -2.823
N3 -4.633 -0.513 -1.812
C5 -5.934 0.223 -1.585
C6 -6.940 -0.404 -0.407
C7 -8.380 0.271 0.025
C8 -8.813 1.664 -0.774
C9 -7.886 2.331 -1.978
C10 -6.440 1.580 -2.352
H1 -4.173 -2.128 0.983
H2 -3.457 -2.756 -0.575
H3 -2.345 0.184 0.730
H4 -2.114 2.373 -0.245
H5 -3.986 2.378 -0.485
H6 -3.174 2.377 -2.830
H7 -1.697 1.238 -2.501
H8 -2.959 -0.660 -3.187
H9 -4.309 0.502 -3.806
H10 -6.596 -1.387 0.149
H11 -9.020 -0.247 0.858
H12 -9.840 2.146 -0.450
H13 -8.277 3.301 -2.519
H14 -5.785 2.074 -3.197
C11 1.085 0.809 -0.480
C12 1.393 1.410 0.741
C13 2.150 2.583 0.770
C14 2.610 3.151 -0.424
C15 2.322 2.537 -1.642
C16 1.549 1.369 -1.671
C17 2.844 3.099 -2.904
O1 2.590 2.562 -3.975
C18 3.685 4.313 -2.856
C19 4.234 4.824 -4.039
C20 5.019 5.978 -4.005
C21 5.249 6.630 -2.793
C22 4.707 6.119 -1.612
C23 3.932 4.953 -1.643
C24 3.394 4.401 -0.384
O2 3.599 4.970 0.682
H15 0.488 -0.100 -0.503
H16 1.043 0.966 1.670
H17 2.382 3.049 1.727
H18 1.309 0.892 -2.620
H19 4.056 4.323 -4.990
H20 5.448 6.370 -4.924
H21 5.854 7.533 -2.767
H22 4.895 6.631 -0.669
C25 3.974 -6.142 5.972
C26 5.136 -5.914 5.234
C27 5.068 -5.232 4.018
C28 3.832 -4.787 3.532
C29 2.668 -5.037 4.257
C30 2.741 -5.706 5.486
C31 1.354 -4.616 3.730
O3 0.331 -4.832 4.369
C32 1.289 -3.939 2.419
C33 0.045 -3.587 1.881
C34 -0.025 -2.935 0.648
C35 1.145 -2.625 -0.045
C36 2.386 -2.980 0.487
C37 2.457 -3.648 1.717
C38 3.772 -4.051 2.253
O4 4.801 -3.783 1.643
H23 4.028 -6.665 6.924
H24 6.095 -6.265 5.606
H25 5.979 -5.052 3.450
H26 1.838 -5.893 6.065
H27 -0.874 -3.822 2.417
H28 -0.992 -2.667 0.230
H29 1.092 -2.111 -1.002
H30 3.295 -2.740 -0.062

**Total charge**: +1
**HOMO energy**: -11.381 eV
**Frontier orbital gap**: 6.354 eV

---

5.
DFT (ωB97M-V/def2-TZVPD) results for C38H31BBrF4IN7O5SSn as an isolated structure.

Geometry (Å):
Sn1 -1.115 -0.016 0.714
O1 -4.935 -2.427 -0.007
C1 -3.849 -1.834 -0.153
N1 -2.975 -1.493 0.786
C2 -3.456 -1.640 2.139
C3 -3.898 -0.292 2.665
C4 -4.837 -0.170 3.686
C5 -5.177 1.090 4.141
C6 -4.571 2.198 3.567
C7 -3.643 1.987 2.560
N2 -3.319 0.776 2.117
C8 -3.471 -1.461 -1.572
C9 -3.885 -2.272 -2.625
C10 -3.601 -1.876 -3.916
C11 -2.934 -0.675 -4.118
C12 -2.554 0.060 -3.009
N3 -2.816 -0.320 -1.761
H1 -4.285 -2.348 2.206
H2 -2.651 -1.999 2.788
H3 -5.291 -1.061 4.102
H4 -5.909 1.210 4.931
H5 -4.802 3.205 3.890
H6 -3.127 2.815 2.086
H7 -4.420 -3.182 -2.397
H8 -3.893 -2.493 -4.758
H9 -2.709 -0.316 -5.114
H10 -2.017 0.999 -3.117
Br1 -1.510 3.399 -0.940
C13 -0.790 3.478 0.864
C14 -0.402 4.715 1.333
C15 0.149 4.723 2.662
C16 0.235 3.549 3.355
C17 -0.224 2.342 2.780
N4 -0.747 2.333 1.482
C18 -0.150 1.078 3.470
O2 0.395 0.936 4.582
O3 -0.662 0.045 2.828
H11 -0.486 5.598 0.720
H12 0.490 5.653 3.103
H13 0.644 3.499 4.356
O4 4.942 0.164 -2.033
S1 3.465 0.361 -1.872
C19 3.185 2.136 -1.762
C20 2.701 2.622 -0.556
C21 2.517 3.992 -0.396
C22 2.824 4.856 -1.434
C23 3.310 4.359 -2.641
C24 3.487 2.997 -2.811
C25 2.760 0.132 -3.502
C26 3.622 -0.164 -4.542
C27 3.097 -0.392 -5.808
C28 1.726 -0.339 -6.009
C29 0.874 -0.067 -4.944
C30 1.386 0.169 -3.681
H14 2.410 1.926 0.224
H15 2.101 4.369 0.531
H16 2.665 5.921 -1.314
H17 3.534 5.036 -3.457
H18 3.847 2.600 -3.753
H19 4.683 -0.220 -4.336
H20 3.759 -0.630 -6.632
H21 1.313 -0.541 -6.990
H22 -0.197 -0.076 -5.091
H23 0.726 0.335 -2.836
O5 1.597 0.150 0.875
N5 2.285 -0.792 1.425
C31 2.626 -0.702 2.729
C32 3.332 -1.720 3.333
C33 3.693 -2.844 2.606
C34 3.329 -2.911 1.271
C35 2.624 -1.879 0.693
H24 2.264 0.181 3.239
H25 3.566 -1.621 4.384
H26 4.230 -3.658 3.075
H27 3.562 -3.769 0.656
H28 2.272 -1.869 -0.327
F1 2.132 -2.699 -2.384
B1 0.736 -2.948 -2.256
F2 0.551 -4.186 -1.596
F3 0.125 -2.965 -3.514
F4 0.189 -1.916 -1.455
I1 0.220 -6.633 2.407
C36 -0.007 -4.585 2.389
C37 0.015 -3.749 3.489
N6 -0.131 -2.508 3.014
N7 -0.247 -2.486 1.681
C38 -0.178 -3.746 1.275
H29 0.122 -3.956 4.540
H30 -0.226 -1.570 3.449
H31 -0.216 -3.981 0.221

**ΔE to the lowest compared entry with this formula, charge and spin**: 12.8 kcal/mol
**Total charge**: -2
**HOMO energy (alpha / beta)**: -0.303 / -2.350 eV
**2S+1**: 2
**Frontier orbital gap (alpha / beta)**: 3.847 / 5.894 eV

---

6.
DFT (ωB97M-V/def2-TZVPD) results for C38H31GeN2O9SeW as an isolated structure in a non-equilibrium geometry.

Geometry (Å):
W1 -1.478 0.245 -0.371
O1 2.118 -1.910 -5.077
C1 1.341 -1.407 -4.112
C2 1.271 -0.038 -3.821
C3 0.408 0.355 -2.826
N1 -0.333 -0.512 -2.159
C4 -0.237 -1.807 -2.388
C5 0.577 -2.315 -3.374
C6 -1.099 -2.583 -1.457
O2 -1.237 -3.770 -1.453
O3 -1.716 -1.747 -0.625
C7 0.156 1.751 -2.377
O4 0.766 2.719 -2.713
O5 -0.924 1.771 -1.574
H1 2.643 -1.218 -5.497
H2 1.868 0.704 -4.335
H3 0.625 -3.379 -3.558
O6 0.735 0.148 -0.081
C8 0.676 -0.386 1.073
C9 1.705 -0.532 2.133
C10 0.840 -1.026 3.304
C11 -0.568 -1.210 2.738
O7 -1.528 -1.624 3.306
N2 -0.518 -0.815 1.362
H4 2.195 0.424 2.316
H5 2.470 -1.241 1.812
H6 0.762 -0.286 4.100
H7 1.180 -1.962 3.743
Se1 -3.332 -0.106 1.275
C12 -4.740 -1.305 0.915
C13 -6.017 -0.860 1.229
C14 -7.085 -1.736 1.055
C15 -6.867 -3.024 0.596
C16 -5.575 -3.466 0.323
C17 -4.498 -2.610 0.484
H8 -6.186 0.139 1.602
H9 -8.089 -1.399 1.278
H10 -7.704 -3.697 0.470
H11 -5.405 -4.482 -0.006
H12 -3.487 -2.945 0.295
O8 -1.196 1.849 3.071
C18 -1.634 2.160 2.014
O9 -1.134 1.672 0.823
C19 -2.767 3.113 1.683
C20 -2.985 3.402 0.199
Ge1 -3.677 2.134 -1.183
C21 -5.575 1.890 -0.838
C22 -6.155 2.557 0.245
C23 -7.526 2.524 0.467
C24 -8.346 1.805 -0.390
C25 -7.791 1.147 -1.479
C26 -6.423 1.197 -1.702
C27 -3.657 3.467 -2.641
C28 -2.553 3.837 -3.415
C29 -2.607 4.908 -4.297
C30 -3.769 5.654 -4.420
C31 -4.873 5.315 -3.657
C32 -4.816 4.238 -2.781
C33 -3.221 0.330 -2.188
C34 -4.054 -0.761 -1.954
C35 -4.183 -1.773 -2.895
C36 -3.530 -1.665 -4.109
C37 -2.783 -0.521 -4.414
C38 -2.632 0.464 -3.467
H13 -2.515 4.038 2.211
H14 -3.663 2.713 2.159
H15 -2.068 3.773 -0.259
H16 -3.758 4.161 0.065
H17 -5.542 3.130 0.929
H18 -7.950 3.058 1.307
H19 -9.414 1.769 -0.219
H20 -8.429 0.603 -2.163
H21 -6.032 0.710 -2.588
H22 -1.607 3.324 -3.325
H23 -1.729 5.166 -4.874
H24 -3.810 6.495 -5.099
H25 -5.786 5.890 -3.736
H26 -5.709 4.004 -2.213
H27 -4.645 -0.803 -1.058
H28 -4.809 -2.630 -2.680
H29 -3.628 -2.452 -4.846
H30 -2.332 -0.405 -5.391
H31 -2.094 1.363 -3.718

**ΔE to the lowest compared entry with this formula, charge and spin**: 17.8 kcal/mol
**Total charge**: +1
**HOMO energy**: -11.042 eV
**Frontier orbital gap**: 5.839 eV

---

> Which formula does entry 5 have?

C38H31BBrF4IN7O5SSn